# C10H13N3O3PtS3

C10H13N3O3PtS3 as an isolated structure (the ωB97M-V functional and the def2-TZVPD basis, OMol25).

Gap between HOMO and LUMO (spin up / spin down) ... 7.10 / 6.53 eV
E_tot ... -2092.6642 hartree
⟨S²⟩ ... 2.028
HOMO energy (spin up / spin down) ... -6.99 / -8.45 eV
Multiplicity ... 3

Geometry as XYZ:
```
33
Properties=species:S:1:pos:R:3:lowdin_spin:R:1
Pt -0.36774 0.98149 1.05949 0.807
S -1.18264 3.08665 1.42194 0.452
C -2.61271 2.74493 2.25230 0.079
C -3.45220 3.86139 2.59288 0.007
N -4.12387 4.75912 2.84729 0.015
C -2.97946 1.45792 2.62748 0.078
S -2.03445 0.09919 2.28395 0.397
C -4.19691 1.23955 3.35957 0.006
N -5.17342 1.05409 3.93725 0.014
O 1.18209 1.32097 -0.66803 0.037
S 0.16456 0.58536 -1.55295 0.029
C -0.25032 1.71130 -2.90419 0.006
C -0.10202 0.91069 -4.19198 0.001
C 1.18550 0.10830 -4.01435 0.001
C 1.08255 -0.54508 -2.63915 0.005
H 0.49939 2.50284 -2.82770 0.000
H -1.23779 2.12828 -2.71989 0.000
H -0.07557 1.56983 -5.05914 0.000
H -0.95419 0.23840 -4.32010 0.000
H 2.04161 0.78564 -4.03814 0.000
H 1.33080 -0.63332 -4.79921 0.000
H 2.02979 -0.72354 -2.13224 0.000
H 0.51622 -1.47616 -2.65027 0.000
N 2.33163 -3.28789 3.23468 0.000
C 1.94897 -3.31701 1.82878 0.001
C 1.32109 -1.99710 1.41522 0.009
O 0.66366 -1.85463 0.41574 0.033
O 1.57236 -0.98145 2.23663 0.022
H 3.08884 -3.92613 3.43201 0.000
H 1.55672 -3.53196 3.83873 0.000
H 2.10776 -1.33963 2.97569 0.000
H 1.26778 -4.11710 1.53498 0.000
H 2.85195 -3.41494 1.22271 0.000
```

# C10H13N3O5Pt

C10H13N3O5Pt as an isolated structure in a non-equilibrium geometry (the ωB97M-V functional and the def2-TZVPD basis, OMol25).

Gap between HOMO and LUMO (spin up / spin down) ... 8.88 / 5.52 eV
Total charge ... +2
E_tot ... -1047.9006 hartree
⟨S²⟩ ... 2.041
HOMO energy (spin up / spin down) ... -15.61 / -16.00 eV
Multiplicity ... 3

Geometry as XYZ:
```
32
Properties=species:S:1:pos:R:3:lowdin_spin:R:1
O 0.24551 3.36355 -2.34069 0.009
C 0.09370 2.35143 -2.85115 0.069
Pt 0.17680 -0.49407 -3.15739 0.423
O 0.32663 -0.02341 -6.20072 0.010
C 0.29376 -0.06725 -5.04712 0.040
C 0.20558 -2.21184 -2.73132 0.058
O 0.26320 -3.33178 -2.49755 0.016
C -1.84229 -0.20077 -3.16506 0.133
O -2.98575 -0.21909 -3.29316 0.052
C 2.14800 -0.07899 -2.81826 0.127
O 3.27873 -0.04014 -2.60029 0.047
C 2.34176 -0.58825 1.67926 -0.003
N 0.97237 -0.24357 2.06394 -0.053
C 0.70203 -0.29548 3.46888 -0.004
C 0.06310 -0.06580 1.05442 0.036
N 0.35074 -0.30389 -0.18861 0.404
N -1.22030 0.38090 1.32693 0.443
C -1.78509 0.84733 2.57199 0.057
C -2.10089 0.46480 0.19835 0.041
H 2.95244 -0.60503 2.59178 0.000
H 2.74016 0.15067 0.98427 0.000
H 2.38311 -1.57398 1.20297 -0.002
H 0.68451 0.71602 3.91917 -0.002
H -0.23904 -0.81976 3.69181 0.000
H 1.51704 -0.83852 3.95287 0.000
H 1.33780 -0.65633 -0.16618 0.011
H -2.39500 1.74056 2.34030 0.016
H -2.46703 0.08481 2.99075 0.030
H -1.04347 1.12703 3.30730 0.003
H -1.73318 1.17992 -0.54002 0.021
H -2.18428 -0.52134 -0.29944 0.016
H -3.08066 0.77226 0.55199 0.001
```

# C10H13N3OS

An isolated molecule of C10H13N3OS in a non-equilibrium geometry (the ωB97M-V functional and the def2-TZVPD basis, OMol25).

Gap between HOMO and LUMO (spin up / spin down) ... 7.43 / 7.43 eV
E_tot ... -1026.3644 hartree
HOMO energy (spin up / spin down) ... -7.02 / -7.02 eV

Geometry as XYZ:
```
28
Properties=species:S:1:pos:R:3:lowdin_charge:R:1
C -0.43095 -2.20180 2.17619 -0.087
C -0.62299 -3.11660 1.15325 -0.093
C -0.28754 -0.87846 1.83136 -0.029
C -0.94244 -2.72502 -0.15700 -0.058
C -0.61567 -0.44536 0.56756 -0.241
C -1.02154 -1.36777 -0.41332 -0.416
C -0.51273 1.04225 -1.20811 -0.441
C 1.91329 3.35342 0.71509 -0.135
C 1.27072 2.09553 1.21155 -0.259
C -0.24037 2.01893 0.92514 -0.142
N -0.61915 -1.74221 -2.77035 -0.493
N -0.52465 0.85045 0.14709 -0.096
N -0.78421 -2.21494 -4.00922 -0.155
O -0.02021 1.89077 -1.83964 0.113
S -1.53194 -0.73930 -1.91940 1.089
H -0.12441 -2.69736 3.13844 0.126
H -0.35407 -4.13325 1.47517 0.108
H 0.32766 -0.23211 2.48414 0.121
H -1.09756 -3.47467 -0.91316 0.106
H 1.93657 4.15421 1.46708 0.063
H 2.97663 3.14694 0.35312 0.090
H 1.37403 3.84542 -0.22808 0.110
H 1.70699 1.82591 2.16737 0.100
H 1.67076 1.17770 0.70605 0.124
H -0.76168 1.87003 1.89516 0.129
H -0.73133 2.81288 0.20814 0.165
H -1.83270 -2.25261 -4.43449 0.125
H -0.12050 -1.86296 -4.72913 0.073
```